# 1
{
  "formula": "C29H33N3O8",
  "method": "the ωB97M-V functional and the def2-TZVPD basis",
  "symbols": ["C", "H", "O", "C", "C", "C", "C", "C", "C", "H", "H", "N", "C", "O", "C", "N", "C", "O", "C", "C", "C", "C", "O", "H", "H", "H", "H", "H", "H", "C", "C", "C", "C", "C", "C", "C", "H", "O", "C", "H", "H", "H", "O", "C", "H", "H", "H", "H", "H", "C", "O", "N", "H", "C", "H", "C", "H", "C", "H", "H", "C", "H", "C", "H", "O", "H", "H", "H", "H", "H", "H", "H", "H"],
  "positions_angstrom": [[3.204, 4.692, -2.387], [2.248, 5.221, -2.441], [3.406, 4.117, -1.118], [2.529, 3.175, -0.680], [1.425, 2.719, -1.394], [0.609, 1.737, -0.859], [0.879, 1.204, 0.392], [1.973, 1.670, 1.117], [2.788, 2.646, 0.587], [3.644, 3.011, 1.131], [2.185, 1.254, 2.089], [0.093, 0.137, 0.907], [-1.005, 0.294, 1.668], [-1.666, -0.643, 2.082], [-1.429, 1.735, 1.983], [-2.849, 1.849, 1.733], [-3.320, 1.419, 0.538], [-2.571, 1.127, -0.384], [-4.775, 1.352, 0.422], [-5.546, 0.851, -0.596], [-6.885, 0.998, -0.178], [-6.834, 1.575, 1.056], [-5.567, 1.791, 1.433], [-7.605, 1.870, 1.741], [-7.765, 0.714, -0.718], [-5.178, 0.408, -1.497], [-3.485, 1.907, 2.511], [-1.229, 1.949, 3.033], [-0.886, 2.443, 1.351], [0.532, -1.223, 0.582], [2.014, -1.366, 0.798], [2.512, -1.885, 1.981], [3.877, -1.953, 2.177], [4.781, -1.498, 1.222], [4.278, -0.954, 0.025], [2.905, -0.911, -0.165], [2.505, -0.517, -1.084], [5.168, -0.466, -0.900], [4.662, 0.084, -2.090], [4.089, -0.651, -2.664], [5.539, 0.386, -2.663], [4.037, 0.962, -1.892], [6.089, -1.618, 1.589], [7.127, -1.465, 0.648], [8.033, -1.768, 1.173], [6.979, -2.108, -0.222], [7.226, -0.429, 0.318], [4.286, -2.362, 3.087], [1.840, -2.241, 2.747], [0.104, -1.681, -0.828], [0.759, -2.491, -1.455], [-1.054, -1.163, -1.261], [-1.574, -0.479, -0.723], [-1.705, -1.617, -2.463], [-2.027, -0.747, -3.041], [-2.939, -2.488, -2.153], [-3.411, -2.746, -3.111], [-2.589, -3.747, -1.338], [-2.640, -4.646, -1.948], [-1.580, -3.662, -0.936], [-3.620, -3.746, -0.208], [-3.236, -4.164, 0.718], [-3.942, -2.258, -0.084], [-4.940, -2.058, 0.311], [-3.904, -1.759, -1.408], [-3.201, -1.753, 0.550], [-4.514, -4.297, -0.506], [-0.984, -2.204, -3.038], [-0.006, -1.879, 1.282], [-0.252, 1.394, -1.410], [1.192, 3.115, -2.370], [3.251, 3.940, -3.181], [4.017, 5.404, -2.519]],
  "multiplicity": 1,
  "e_above_lowest_kj_mol": 0.0,
  "orbital_gap_ev": 8.4,
  "energy_ha": -1891.0745,
  "e_homo_ev": -7.86,
  "fmax_ha_per_bohr": 0.0257,
  "mol_weight_g_mol": 551.6,
  "smiles": "COc1ccc(N(C(=O)CNC(=O)c2ccco2)[C@@H](C(=O)NC[C@H]2CCCO2)c2ccc(OC)c(OC)c2)cc1"
}

***

# 2
{
  "formula": "C5H15N2O",
  "method": "the ωB97M-V functional and the def2-TZVPD basis",
  "symbols": ["C", "C", "C", "C", "N", "C", "N", "H", "H", "H", "H", "H", "H", "H", "H", "H", "H", "H", "H", "H", "H", "H", "O"],
  "positions_angstrom": [[-1.496, 1.462, 0.487], [-1.493, -0.047, 0.458], [-1.964, -0.580, -0.902], [-1.067, -0.339, -2.094], [2.962, 1.219, 1.777], [2.409, 0.093, 1.296], [2.361, -0.146, 0.041], [-2.467, 1.844, 0.139], [-0.788, 1.945, -0.193], [-1.395, 1.990, 1.437], [-2.197, -0.357, 1.232], [-0.488, -0.454, 0.636], [-0.010, -0.525, -1.822], [-2.977, -0.267, -1.149], [-1.262, -1.010, -2.932], [-1.005, 0.649, -2.557], [3.566, 1.735, 1.149], [3.253, 1.234, 2.746], [2.150, -0.601, 2.099], [1.989, -1.106, -0.218], [-1.857, -1.667, -0.727], [0.979, -3.010, -0.540], [0.796, -2.063, -0.364]],
  "multiplicity": 1,
  "e_above_lowest_kj_mol": 821.4,
  "charge": 1,
  "orbital_gap_ev": 4.2,
  "energy_ha": -383.7382,
  "e_homo_ev": -14.14,
  "fmax_ha_per_bohr": 0.0466,
  "mol_weight_g_mol": 119.2
}

***

# 3
{
  "formula": "C40H59ClNO22",
  "method": "the ωB97M-V functional and the def2-TZVPD basis",
  "symbols": ["Cl", "O", "O", "O", "O", "O", "C", "O", "C", "C", "C", "H", "H", "H", "H", "H", "H", "O", "C", "O", "C", "C", "C", "H", "H", "H", "H", "H", "H", "O", "C", "O", "C", "C", "C", "H", "H", "H", "H", "H", "H", "O", "C", "O", "C", "C", "C", "H", "H", "H", "H", "H", "H", "O", "C", "O", "C", "C", "C", "H", "H", "H", "H", "H", "H", "O", "C", "O", "C", "C", "C", "H", "H", "H", "H", "H", "H", "O", "C", "O", "C", "C", "C", "H", "H", "H", "H", "H", "H", "O", "C", "O", "C", "C", "C", "H", "H", "H", "H", "H", "H", "O", "C", "O", "C", "C", "C", "H", "H", "H", "H", "H", "H", "N", "C", "C", "C", "C", "H", "H", "H", "H", "H"],
  "positions_angstrom": [[-0.553, 0.220, 0.542], [-1.162, -0.773, 1.357], [-1.588, 0.757, -0.285], [0.002, 1.281, 1.378], [0.458, -0.414, -0.284], [-3.065, 5.389, -2.058], [-1.991, 5.270, -1.509], [-0.864, 5.737, -1.977], [0.286, 5.457, -1.134], [-0.158, 4.275, -0.225], [-1.684, 4.423, -0.225], [0.451, 6.307, -0.471], [1.224, 5.180, -1.617], [0.328, 4.346, 0.748], [0.107, 3.317, -0.672], [-2.059, 4.974, 0.638], [-2.168, 3.451, -0.313], [1.464, 0.257, -6.293], [1.227, 0.985, -5.346], [1.673, 0.726, -4.160], [1.285, 1.682, -3.179], [0.429, 2.684, -3.866], [0.433, 2.231, -5.361], [2.221, 2.092, -2.800], [0.745, 1.122, -2.415], [0.782, 3.701, -3.692], [-0.518, 2.686, -3.327], [0.915, 3.020, -5.938], [-0.609, 2.092, -5.651], [3.783, -3.905, 4.696], [3.061, -3.461, 3.758], [1.706, -3.498, 3.817], [1.081, -2.974, 2.659], [2.209, -2.230, 2.017], [3.509, -2.885, 2.444], [0.209, -2.348, 2.846], [0.743, -3.806, 2.042], [2.259, -1.224, 2.433], [2.097, -2.169, 0.935], [4.356, -2.199, 2.484], [3.770, -3.744, 1.827], [3.157, 0.407, 4.325], [2.356, 1.304, 4.678], [2.726, 2.546, 4.814], [1.690, 3.344, 5.269], [0.566, 2.430, 5.598], [0.870, 1.135, 4.959], [1.465, 4.055, 4.474], [2.104, 3.819, 6.158], [-0.416, 2.806, 5.311], [0.458, 2.372, 6.681], [0.325, 0.992, 4.026], [0.612, 0.229, 5.509], [-0.398, -7.566, 0.284], [-0.652, -6.400, 0.038], [0.047, -5.747, -0.895], [-0.431, -4.364, -1.012], [-1.606, -4.299, -0.091], [-1.546, -5.525, 0.791], [-0.773, -4.172, -2.029], [0.359, -3.680, -0.702], [-2.445, -4.471, -0.765], [-1.648, -3.333, 0.411], [-2.487, -6.054, 0.947], [-1.063, -5.278, 1.736], [5.173, -1.420, -4.520], [4.191, -1.918, -3.924], [4.149, -1.912, -2.652], [2.939, -2.588, -2.160], [2.431, -3.423, -3.347], [2.958, -2.568, -4.489], [2.174, -1.877, -1.848], [3.159, -3.145, -1.249], [1.369, -3.668, -3.345], [2.939, -4.388, -3.337], [2.304, -1.746, -4.779], [3.274, -3.070, -5.404], [-5.712, -0.772, -1.681], [-5.483, -1.072, -0.455], [-5.452, -2.407, -0.118], [-5.080, -2.511, 1.269], [-5.484, -1.206, 1.890], [-5.206, -0.214, 0.760], [-4.064, -2.817, 1.518], [-5.753, -3.310, 1.579], [-5.033, -1.004, 2.862], [-6.564, -1.256, 2.031], [-4.163, 0.104, 0.749], [-5.854, 0.662, 0.797], [-1.013, -2.380, -6.153], [-1.484, -1.764, -5.231], [-0.917, -1.846, -4.054], [-1.609, -1.125, -3.007], [-2.659, -0.393, -3.734], [-2.698, -0.896, -5.221], [-1.029, -0.365, -2.483], [-2.063, -1.849, -2.330], [-2.607, 0.696, -3.704], [-3.662, -0.522, -3.328], [-2.560, -0.119, -5.973], [-3.574, -1.539, -5.301], [6.123, 2.546, 2.627], [5.297, 1.937, 1.967], [4.270, 2.580, 1.378], [3.404, 1.664, 0.683], [4.280, 0.407, 0.482], [5.267, 0.441, 1.603], [2.975, 1.934, -0.282], [2.532, 1.399, 1.279], [4.736, 0.462, -0.507], [3.701, -0.516, 0.451], [6.279, 0.071, 1.438], [4.803, -0.134, 2.404], [-2.252, 2.646, 2.976], [-3.613, 2.410, 3.059], [-4.265, 3.561, 3.502], [-3.248, 4.553, 3.572], [-2.008, 3.944, 3.336], [-1.611, 1.992, 2.550], [-4.001, 1.470, 2.696], [-5.323, 3.744, 3.615], [-3.340, 5.607, 3.789], [-1.002, 4.327, 3.419]],
  "multiplicity": 2,
  "orbital_gap_ev": [7.2, 3.0],
  "energy_ha": -3729.4621,
  "e_homo_ev": [-9.17, -9.17],
  "fmax_ha_per_bohr": 0.1159,
  "mol_weight_g_mol": 941.3
}

***

# 4
{
  "formula": "C5H9NO",
  "method": "the ωB97M-V functional and the def2-TZVPD basis",
  "symbols": ["C", "C", "O", "C", "N", "C", "C", "H", "H", "H", "H", "H", "H", "H", "H", "H"],
  "positions_angstrom": [[1.329, -1.100, 0.116], [0.636, 0.259, 0.075], [1.634, 1.269, 0.062], [-0.199, 0.550, -1.167], [-1.491, 0.709, -0.840], [-1.657, -0.074, 0.423], [-0.466, 0.489, 1.087], [0.598, -1.915, 0.055], [1.865, -1.177, 1.066], [2.054, -1.215, -0.697], [1.201, 2.010, 0.517], [-1.192, -0.127, -1.767], [0.212, 1.081, -2.029], [-1.669, -1.163, 0.127], [-2.623, 0.153, 0.880], [-0.281, 0.264, 2.137]],
  "multiplicity": 1,
  "e_above_lowest_kj_mol": 653.9,
  "orbital_gap_ev": [5.9, 9.0],
  "energy_ha": -325.6885,
  "e_homo_ev": [-6.58, -8.53],
  "fmax_ha_per_bohr": 0.0513,
  "mol_weight_g_mol": 99.1
}